[1]
Below is a cluster of 2 separate species, C3H11N2PS in total, with properties calculated with wB97M-V/def2-TZVPD.

Last column: natural (NBO) charge in e.
Positions of all 18 atoms, in Å:
C1 1.656 1.161 -0.768  -0.617
C2 1.043 1.212 0.641  -0.392
C3 -0.112 0.264 0.936  -0.784
N1 -2.393 -2.575 1.001  -0.587
N2 -0.922 -0.271 -1.552  -1.193
P1 -1.599 0.220 -0.106  1.127
S1 -3.028 1.549 -0.037  -0.515
H1 1.004 1.502 -1.566  0.220
H2 2.530 1.770 -0.800  0.216
H3 2.005 0.068 -0.851  0.183
H4 0.614 2.244 0.755  0.205
H5 1.859 1.087 1.349  0.210
H6 0.170 -0.785 1.004  0.244
H7 -0.398 0.665 1.946  0.259
H8 -3.091 -3.026 0.344  0.294
H9 -3.034 -2.307 1.776  0.296
H10 -1.618 -0.347 -2.266  0.413
H11 0.052 -0.537 -1.646  0.423

For the total energy, the calculation gives -969.85278 a.u. The value obtained for the frontier orbital gap (alpha / beta) is 0.2777 / 0.2802 Eh. As for the spin multiplicity: 3. The calculation puts the relative energy (zero: lowest compared OMol25 entry of this formula, charge and spin) at 0.0 kcal per mole.



[2]
Below is a structure of composition C13H26MgNO4P2, with properties calculated with wB97M-V/def2-TZVPD.

Last column: natural (NBO) charge in e.
Positions of all 47 atoms, in Å:
Mg1 0.228 -0.549 -2.430  1.554
P1 2.022 1.000 -1.386  0.656
C1 3.376 -0.287 -1.408  -0.739
C2 2.817 -1.689 -1.416  0.253
N1 1.470 -1.892 -1.427  -0.726
C3 0.995 -2.981 -0.780  0.252
C4 1.810 -4.101 -0.615  -0.249
C5 3.156 -4.013 -0.961  -0.115
C6 3.682 -2.773 -1.311  -0.264
C7 -0.383 -2.956 -0.170  -0.751
P2 -1.536 -1.730 -0.932  0.690
H1 4.751 -2.600 -1.447  0.241
H2 1.361 -5.001 -0.199  0.241
H3 3.790 -4.894 -0.933  0.241
H4 -0.827 -3.961 -0.232  0.250
H5 -0.307 -2.688 0.901  0.292
H6 4.066 -0.124 -2.201  0.256
H7 3.942 -0.137 -0.471  0.267
H8 -0.763 0.329 -4.847  0.520
O1 -0.476 -0.467 -4.427  -1.020
H9 -0.123 -1.041 -5.132  0.524
H10 -1.928 1.458 1.612  0.392
O2 -1.823 1.368 0.645  -1.024
H11 -1.245 2.112 0.361  0.447
C8 -2.497 -2.884 -1.973  -0.939
H12 -2.428 -3.902 -1.567  0.238
H13 -3.543 -2.555 -1.967  0.258
H14 -2.117 -2.870 -3.002  0.222
C9 -2.703 -1.623 0.474  -0.915
H15 -3.578 -1.064 0.124  0.254
H16 -3.010 -2.633 0.787  0.233
H17 -2.260 -1.086 1.325  0.309
C10 2.333 1.629 0.307  -0.924
H18 3.008 2.493 0.250  0.248
H19 1.391 1.931 0.778  0.276
H20 2.802 0.855 0.927  0.246
C11 2.840 2.325 -2.332  -0.930
H21 2.126 3.154 -2.425  0.253
H22 3.734 2.669 -1.794  0.245
H23 3.110 1.957 -3.330  0.240
C12 0.964 1.292 3.894  -0.305
O3 -0.133 1.815 3.094  -0.553
C13 -1.077 0.977 2.754  0.488
O4 -1.183 -0.167 3.134  -0.698
H24 0.570 0.748 4.753  0.209
H25 1.505 2.184 4.192  0.193
H26 1.574 0.646 3.254  0.162

For the total energy, the calculation gives -1749.16145 a.u. The total charge is +1. The value obtained for the frontier orbital gap (alpha / beta) is 0.1529 / 0.0864 Eh. The calculation puts the relative energy (zero: lowest compared OMol25 entry of this formula, charge and spin) at 92.1 kcal per mole.



[3]
Below is an isolated molecule of C5H3NO2, with properties calculated with wB97M-V/def2-TZVPD.

Last column: natural (NBO) charge in e.
Positions of all 11 atoms, in Å:
C1 -0.741 -0.860 -0.126  0.163
C2 0.370 -1.056 -0.858  0.067
C3 0.593 0.904 0.082  0.159
C4 -0.550 0.361 0.585  -0.283
C5 1.197 2.200 0.200  0.233
H1 -1.641 -1.902 0.869  0.476
H2 0.725 -1.884 -1.452  0.219
H3 -1.163 0.778 1.388  0.250
N1 1.794 3.182 0.197  -0.265
O1 -1.796 -1.773 -0.058  -0.643
O2 1.211 0.049 -0.828  -0.376

For the total energy, the calculation gives -397.50314 a.u. The value obtained for the frontier orbital gap is 0.3601 Eh. Its SMILES is N#Cc1cc(O)co1. The calculation puts the relative energy (zero: lowest compared OMol25 entry of this formula, charge and spin) at 18.5 kcal per mole.